<1>
ORCA calculation (ωB97M-V/def2-TZVPD) on a molecular structure, C3H6N2O2S.

```
! RIJCOSX wB97M-V def2-TZVPD def2/J DEFGRID3
* xyz 0 1
C 0.343 0.107 -0.218
C -0.852 -2.665 -0.691
C 1.180 1.221 0.333
N 0.998 -0.882 -0.769
N -0.982 0.007 -0.193
O -1.371 -3.265 -3.230
O 0.414 -1.983 -1.221
S -1.445 -2.128 -2.352
H -0.669 -3.826 -0.647
H -1.417 -2.253 0.141
H 0.875 1.515 1.273
H 0.913 1.990 -0.534
H 2.204 1.106 0.318
H -1.472 0.745 0.227
*
```

Want to see where the charge sits? The natural (NBO) charges in e are: atom 1 (C): 0.3386, atom 2 (C): -0.3322, atom 3 (C): -0.6499, atom 4 (N): -0.1026, atom 5 (N): -0.7342, atom 6 (O): -0.8387, atom 7 (O): -0.3076, atom 8 (S): 1.1016, atom 9 (H): 0.2363, atom 10 (H): 0.2538, atom 11 (H): 0.2250, atom 12 (H): 0.2304, atom 13 (H): 0.2353, atom 14 (H): 0.3444

---

<2>
ORCA calculation (ωB97M-V/def2-TZVPD) on a single C3H6N2O2S molecule.

Summary:
- SMILES string = CNC(=O)C(=S)NO

```
! RIJCOSX wB97M-V def2-TZVPD def2/J DEFGRID3
* xyz 0 1
C -1.933 -0.901 0.769
N -1.045 0.277 0.814
C 0.131 0.620 0.228
O 0.987 1.426 0.752
C 0.590 0.021 -0.920
S -0.687 -0.393 -2.042
N 1.924 0.103 -1.201
O 3.009 0.508 -0.449
H -2.223 -1.335 1.808
H -3.053 -0.714 0.490
H -1.410 -1.657 0.162
H -1.111 0.872 1.674
H 2.294 0.016 -2.203
H 2.528 1.156 0.117
*
```

Want to see where the charge sits? The natural (NBO) charges in e are: atom 1 (C): -0.4264, atom 2 (N): -0.5623, atom 3 (C): 0.5688, atom 4 (O): -0.6622, atom 5 (C): 0.0179, atom 6 (S): -0.1852, atom 7 (N): -0.2300, atom 8 (O): -0.5154, atom 9 (H): 0.2076, atom 10 (H): 0.2186, atom 11 (H): 0.2381, atom 12 (H): 0.4109, atom 13 (H): 0.4149, atom 14 (H): 0.5049

---

<3>
ORCA calculation (ωB97M-V/def2-TZVPD) on 2 unconnected molecules or ions with the total composition C3H6N2O2S.

Summary:
- SMILES string = C=NS[N+](=O)[O-].C=C

```
! RIJCOSX wB97M-V def2-TZVPD def2/J DEFGRID3
* xyz 0 1
C -1.430 2.218 -0.293
N -1.673 1.054 -0.656
S -0.618 0.006 -1.449
N 1.083 0.748 -1.524
O 1.891 -0.026 -1.930
O 1.203 1.889 -1.167
H -0.519 2.631 -0.240
H -2.264 2.619 0.411
C 0.269 -1.604 1.733
C 0.517 -2.173 0.564
H 1.015 -0.963 2.158
H -0.621 -1.689 2.377
H 1.223 -1.766 -0.024
H -0.075 -2.943 0.041
*
```

Want to see where the charge sits? The natural (NBO) charges in e are: atom 1 (C): -0.0385, atom 2 (N): -0.5516, atom 3 (S): 0.5363, atom 4 (N): 0.4299, atom 5 (O): -0.3501, atom 6 (O): -0.3822, atom 7 (H): 0.1883, atom 8 (H): 0.1752, atom 9 (C): -0.3914, atom 10 (C): -0.3729, atom 11 (H): 0.1865, atom 12 (H): 0.1957, atom 13 (H): 0.1815, atom 14 (H): 0.1932

---

<2> wins, 274.6 kJ/mol ahead of the next structure.

---

<1>
ORCA calculation (ωB97M-V/def2-TZVPD) on a gas-phase ion, C3H6IN2 (charge +1).

Summary:
- SMILES string = C/C=N\C=[NH+]\I

```
! RIJCOSX wB97M-V def2-TZVPD def2/J DEFGRID3
* xyz 1 1
C -1.622 0.563 -1.156
C -0.433 1.118 -0.424
N 0.298 0.456 0.342
C 0.726 -0.455 1.070
N 1.974 -1.165 0.634
I 3.009 -2.423 1.890
H -2.085 1.298 -1.830
H -2.446 0.635 -0.446
H -1.376 -0.393 -1.470
H -0.389 2.230 -0.412
H 0.471 -0.488 2.112
H 1.875 -1.376 -0.311
*
```

Want to see where the charge sits? The natural (NBO) charges in e are: atom 1 (C): -0.6916, atom 2 (C): 0.3037, atom 3 (N): -0.3469, atom 4 (C): 0.3733, atom 5 (N): -0.7722, atom 6 (I): 0.4553, atom 7 (H): 0.2745, atom 8 (H): 0.2798, atom 9 (H): 0.2482, atom 10 (H): 0.2394, atom 11 (H): 0.2389, atom 12 (H): 0.3977

---

<2>
ORCA calculation (ωB97M-V/def2-TZVPD) on a gas-phase ion, C3H6IN2 (charge +1).

```
! RIJCOSX wB97M-V def2-TZVPD def2/J DEFGRID3
* xyz 1 1
C -1.185 -0.880 0.332
C 0.675 0.049 -0.804
C 0.825 1.182 0.150
N -0.976 -0.142 1.318
N -0.550 -0.730 -0.844
I 2.662 1.662 1.048
H -1.869 -1.646 0.216
H 0.776 0.491 -1.803
H 1.627 -0.646 -0.636
H 0.184 2.150 0.367
H -1.461 -0.222 2.271
H -0.709 -1.269 -1.615
*
```

Want to see where the charge sits? The natural (NBO) charges in e are: atom 1 (C): 0.3150, atom 2 (C): -0.3910, atom 3 (C): -0.0583, atom 4 (N): -0.6541, atom 5 (N): -0.5581, atom 6 (I): 0.4677, atom 7 (H): 0.2029, atom 8 (H): 0.3013, atom 9 (H): 0.2415, atom 10 (H): 0.2767, atom 11 (H): 0.4323, atom 12 (H): 0.4240

---

<1> wins, 58.2 kJ/mol ahead of the next structure.

---

<1>
ORCA calculation (ωB97M-V/def2-TZVPD) on a molecular structure, C34H80N2O24Rb.

```
! RIJCOSX wB97M-V def2-TZVPD def2/J DEFGRID3
* xyz -1 1
Rb 3.596 1.186 1.947
C 0.973 -0.001 0.014
C 0.168 0.592 1.072
C -0.976 -0.309 1.723
O -1.490 0.180 2.714
C -1.262 -1.578 1.113
C -0.478 -2.047 0.102
C 0.664 -1.242 -0.530
O 1.470 -1.662 -1.458
O -0.839 -3.192 -0.408
O 0.398 1.698 1.589
H 1.856 0.537 -0.297
H -2.083 -2.165 1.497
C 0.016 -2.854 -7.860
O -1.229 -2.670 -7.275
C -1.231 -1.393 -6.497
C -2.571 -1.016 -5.841
N -2.998 -1.813 -4.670
C -2.219 -1.627 -3.446
C -2.477 -0.246 -2.798
O -3.831 -0.131 -2.290
C -4.019 -0.802 -1.020
H 0.837 -3.038 -7.166
H 0.357 -1.977 -8.409
H -0.045 -3.648 -8.605
H -0.810 -0.605 -7.122
H -0.448 -1.448 -5.741
H -3.347 -1.117 -6.600
H -2.571 0.051 -5.619
H -3.784 -1.228 -4.426
H -1.152 -1.722 -3.649
H -2.281 -2.484 -2.775
H -2.457 0.582 -3.507
H -1.696 -0.052 -2.063
H -3.416 -0.266 -0.287
H -3.882 -1.883 -0.981
H -5.081 -0.666 -0.818
C 5.119 5.786 -1.847
O 5.761 4.557 -1.565
C 5.528 4.180 -0.137
C 6.174 2.880 0.147
N 5.512 1.601 -0.283
C 6.351 0.467 0.008
C 5.603 -0.830 -0.341
O 4.708 -1.207 0.701
C 4.308 -2.548 0.613
H 5.344 6.221 -2.820
H 5.186 6.576 -1.100
H 4.090 5.428 -1.877
H 4.484 4.072 0.157
H 5.999 4.923 0.507
H 6.435 2.892 1.205
H 7.137 2.991 -0.352
H 5.284 1.629 -1.267
H 6.716 0.492 1.035
H 7.270 0.562 -0.570
H 6.388 -1.560 -0.536
H 5.046 -0.696 -1.268
H 5.149 -3.179 0.323
H 3.369 -2.717 0.087
H 4.140 -2.836 1.651
C -2.620 -3.407 5.835
C -2.495 -2.326 4.764
O -1.059 -2.109 4.538
O -1.880 -3.059 7.090
H -2.182 -4.348 5.504
H -3.685 -3.542 6.027
H -2.931 -1.385 5.100
H -3.020 -2.667 3.872
H -1.087 -1.400 3.892
H -1.237 -2.380 6.873
C 0.793 1.378 5.300
C 2.102 1.232 6.262
O 1.917 0.288 7.277
O 1.123 2.048 4.090
H 0.068 1.953 5.877
H 0.324 0.400 5.187
H 2.447 2.184 6.668
H 2.935 0.821 5.693
H 2.553 0.468 7.972
H 0.542 1.723 3.399
C -0.864 4.870 2.333
C 0.640 5.058 2.435
O 1.170 4.272 1.420
O -1.631 5.381 3.405
H -1.175 3.841 2.158
H -1.126 5.436 1.439
H 0.976 4.718 3.414
H 0.871 6.109 2.257
H 0.848 3.375 1.534
H -2.541 5.464 3.112
C -4.868 0.633 3.311
C -4.119 1.385 4.473
O -2.886 2.027 4.053
O -4.256 -0.477 2.823
H -4.963 1.257 2.422
H -5.852 0.423 3.730
H -4.006 0.629 5.250
H -4.766 2.115 4.959
H -2.258 1.365 3.756
H -3.343 -0.217 2.683
C -3.194 3.065 -0.377
C -4.307 3.319 -1.310
O -5.033 2.124 -1.576
O -2.078 2.376 -0.903
H -3.656 2.580 0.483
H -2.948 4.029 0.068
H -3.819 3.619 -2.238
H -4.938 4.139 -0.968
H -4.491 1.352 -1.751
H -1.557 2.120 -0.139
C 1.632 1.924 -2.743
C 0.731 1.666 -3.980
O 1.429 1.750 -5.138
O 2.577 0.887 -2.635
H 0.950 1.876 -1.893
H 2.082 2.916 -2.783
H -0.102 2.366 -4.038
H 0.384 0.633 -3.985
H 2.209 1.191 -5.113
H 2.272 0.093 -2.189
C -3.221 -5.234 2.013
C -4.230 -4.662 1.024
O -3.703 -4.326 -0.278
O -3.774 -5.506 3.334
H -2.335 -4.601 2.066
H -2.888 -6.203 1.640
H -4.657 -3.859 1.624
H -5.048 -5.365 0.868
H -2.871 -3.859 -0.175
H -4.730 -5.540 3.257
C 2.283 -4.169 -4.119
C 3.701 -3.886 -3.685
O 3.886 -2.512 -3.391
O 1.388 -4.348 -3.049
H 2.289 -5.018 -4.802
H 1.934 -3.387 -4.794
H 4.311 -4.318 -4.478
H 3.962 -4.486 -2.813
H 3.218 -2.367 -2.717
H 1.116 -3.545 -2.598
*
```

Results of the Löwdin charge analysis, in e, for atoms 1 through 99: atom 1 (Rb): 0.8741, atom 2 (C): -0.0288, atom 3 (C): -0.2974, atom 4 (C): -0.3119, atom 5 (O): -0.0332, atom 6 (C): 0.0007, atom 7 (C): -0.3148, atom 8 (C): -0.2962, atom 9 (O): -0.0633, atom 10 (O): -0.0369, atom 11 (O): -0.0813, atom 12 (H): 0.0707, atom 13 (H): 0.1095, atom 14 (C): -0.1668, atom 15 (O): -0.1729, atom 16 (C): -0.1598, atom 17 (C): -0.1939, atom 18 (N): -0.0392, atom 19 (C): -0.1832, atom 20 (C): -0.1681, atom 21 (O): -0.2295, atom 22 (C): -0.0469, atom 23 (H): 0.0720, atom 24 (H): 0.0756, atom 25 (H): 0.0859, atom 26 (H): 0.1104, atom 27 (H): 0.0983, atom 28 (H): 0.1154, atom 29 (H): 0.1029, atom 30 (H): 0.0826, atom 31 (H): 0.1004, atom 32 (H): 0.1111, atom 33 (H): 0.1139, atom 34 (H): 0.1050, atom 35 (H): 0.0809, atom 36 (H): 0.0772, atom 37 (H): 0.0985, atom 38 (C): -0.1208, atom 39 (O): -0.1840, atom 40 (C): -0.1870, atom 41 (C): -0.2273, atom 42 (N): -0.1131, atom 43 (C): -0.2342, atom 44 (C): -0.1968, atom 45 (O): -0.2827, atom 46 (C): -0.0871, atom 47 (H): 0.0864, atom 48 (H): 0.0832, atom 49 (H): 0.0854, atom 50 (H): 0.1234, atom 51 (H): 0.1249, atom 52 (H): 0.1170, atom 53 (H): 0.1223, atom 54 (H): 0.1203, atom 55 (H): 0.1189, atom 56 (H): 0.1199, atom 57 (H): 0.1230, atom 58 (H): 0.1268, atom 59 (H): 0.0938, atom 60 (H): 0.0908, atom 61 (H): 0.0909, atom 62 (C): -0.1850, atom 63 (C): -0.2074, atom 64 (O): -0.0785, atom 65 (O): -0.0988, atom 66 (H): 0.1067, atom 67 (H): 0.1113, atom 68 (H): 0.1023, atom 69 (H): 0.1002, atom 70 (H): 0.0193, atom 71 (H): 0.0527, atom 72 (C): -0.1767, atom 73 (C): -0.2277, atom 74 (O): -0.0689, atom 75 (O): -0.1075, atom 76 (H): 0.1146, atom 77 (H): 0.1098, atom 78 (H): 0.1107, atom 79 (H): 0.0940, atom 80 (H): 0.0819, atom 81 (H): 0.0241, atom 82 (C): -0.2568, atom 83 (C): -0.2540, atom 84 (O): -0.0778, atom 85 (O): -0.0585, atom 86 (H): 0.1093, atom 87 (H): 0.1152, atom 88 (H): 0.1113, atom 89 (H): 0.1217, atom 90 (H): 0.0109, atom 91 (H): 0.0810, atom 92 (C): -0.2751, atom 93 (C): -0.1957, atom 94 (O): -0.0781, atom 95 (O): -0.0621, atom 96 (H): 0.1084, atom 97 (H): 0.1130, atom 98 (H): 0.0963, atom 99 (H): 0.1066

---

<2>
ORCA calculation (ωB97M-V/def2-TZVPD) on a molecular structure, C34H80N2O24Rb.

```
! RIJCOSX wB97M-V def2-TZVPD def2/J DEFGRID3
* xyz -1 1
Rb -5.113 0.559 -2.945
C -1.511 0.270 -0.154
C -1.403 -0.093 -1.516
C -0.097 -0.776 -1.981
O -0.012 -1.136 -3.177
C 0.971 -0.902 -1.071
C 0.851 -0.522 0.257
C -0.457 0.097 0.749
O -0.605 0.507 1.926
O 1.838 -0.620 1.027
O -2.321 0.147 -2.332
H -2.457 0.663 0.185
H 1.868 -1.351 -1.477
C -1.054 4.021 1.614
O -2.152 4.749 1.084
C -2.358 4.500 -0.285
C -3.305 3.296 -0.489
N -4.276 3.091 0.592
C -5.368 4.076 0.528
C -6.387 3.873 1.644
O -6.954 2.589 1.757
C -7.576 2.064 0.612
H -0.738 4.465 2.552
H -0.199 4.027 0.925
H -1.255 2.955 1.749
H -1.415 4.418 -0.829
H -2.856 5.378 -0.711
H -2.634 2.447 -0.636
H -3.918 3.405 -1.387
H -3.757 3.391 1.422
H -5.911 4.068 -0.424
H -4.959 5.089 0.633
H -7.183 4.621 1.543
H -5.893 4.102 2.590
H -6.887 2.019 -0.228
H -8.459 2.623 0.261
H -8.003 1.121 0.947
C 3.075 3.745 2.865
O 3.335 3.157 4.132
C 2.616 1.945 4.302
C 3.335 0.780 3.611
N 4.715 0.613 4.043
C 5.432 -0.295 3.158
C 6.935 -0.045 3.236
O 7.315 1.307 3.160
C 6.872 1.957 1.990
H 3.713 4.624 2.758
H 2.023 4.012 2.766
H 3.448 3.076 2.084
H 1.593 2.062 3.936
H 2.554 1.713 5.368
H 3.352 1.032 2.539
H 2.780 -0.154 3.707
H 5.163 1.523 4.004
H 5.237 -0.121 2.089
H 5.191 -1.315 3.447
H 7.404 -0.608 2.418
H 7.312 -0.478 4.165
H 5.793 2.126 2.029
H 7.073 1.342 1.102
H 7.418 2.881 1.816
C 4.368 0.476 -2.396
C 4.858 0.016 -1.053
O 4.360 0.797 0.003
O 4.657 1.855 -2.684
H 3.293 0.291 -2.527
H 4.800 -0.113 -3.218
H 5.953 0.035 -1.056
H 4.626 -1.048 -0.923
H 3.464 0.496 0.209
H 4.313 1.988 -3.571
C -4.632 -0.719 1.179
C -4.303 -0.037 2.508
O -5.434 0.388 3.220
O -5.131 0.143 0.151
H -5.396 -1.482 1.361
H -3.775 -1.319 0.861
H -3.579 0.769 2.350
H -3.767 -0.812 3.062
H -5.906 1.061 2.709
H -4.755 1.035 0.288
C 2.810 -3.780 -5.114
C 3.111 -2.386 -4.556
O 2.153 -1.405 -4.926
O 1.958 -4.565 -4.296
H 3.753 -4.324 -5.206
H 2.354 -3.776 -6.110
H 4.072 -2.029 -4.941
H 3.215 -2.403 -3.465
H 1.449 -1.425 -4.255
H 1.093 -4.152 -4.138
C -0.777 1.351 -5.283
C -1.745 2.434 -4.814
O -2.703 2.617 -5.897
O -1.380 0.093 -5.380
H 0.069 1.363 -4.583
H -0.371 1.631 -6.255
H -1.265 3.400 -4.626
H -2.323 2.150 -3.935
H -3.388 3.206 -5.567
H -1.444 -0.264 -4.475
C -2.948 -3.299 -4.578
C -1.542 -3.580 -5.084
O -0.612 -3.782 -4.016
O -3.508 -4.532 -4.107
H -3.558 -2.878 -5.376
H -2.927 -2.634 -3.707
H -1.103 -2.888 -5.808
H -1.634 -4.538 -5.604
H -0.358 -2.878 -3.728
H -3.039 -4.768 -3.295
C -0.367 0.238 5.541
C -0.454 1.745 5.511
O -1.117 2.196 4.339
O 0.540 -0.240 4.560
H -1.323 -0.291 5.504
H 0.070 -0.032 6.511
H 0.533 2.218 5.566
H -0.909 2.104 6.441
H -0.778 1.710 3.571
H 0.141 -0.012 3.703
C 3.950 -3.702 1.295
C 2.910 -4.754 0.924
O 2.622 -5.605 2.038
O 3.494 -2.759 2.245
H 4.211 -3.217 0.348
H 4.839 -4.172 1.719
H 3.235 -5.347 0.062
H 1.969 -4.254 0.665
H 1.919 -6.196 1.762
H 3.109 -2.045 1.708
C -0.918 -3.960 -0.040
C -2.309 -3.602 -0.501
O -3.028 -4.812 -0.853
O -0.913 -4.693 1.173
H -0.389 -3.032 0.185
H -0.396 -4.497 -0.837
H -2.343 -3.006 -1.411
H -2.894 -3.110 0.280
H -3.406 -5.160 -0.041
H -1.166 -5.605 1.000
*
```

Results of the Löwdin charge analysis, in e, for atoms 1 through 99: atom 1 (Rb): 0.8308, atom 2 (C): -0.0093, atom 3 (C): -0.3477, atom 4 (C): -0.3114, atom 5 (O): -0.0609, atom 6 (C): 0.0077, atom 7 (C): -0.3365, atom 8 (C): -0.3107, atom 9 (O): -0.0175, atom 10 (O): -0.0054, atom 11 (O): -0.1589, atom 12 (H): 0.0782, atom 13 (H): 0.1076, atom 14 (C): -0.0802, atom 15 (O): -0.1898, atom 16 (C): -0.2074, atom 17 (C): -0.1850, atom 18 (N): -0.0334, atom 19 (C): -0.2015, atom 20 (C): -0.1994, atom 21 (O): -0.1914, atom 22 (C): -0.1050, atom 23 (H): 0.0899, atom 24 (H): 0.0939, atom 25 (H): 0.0708, atom 26 (H): 0.1232, atom 27 (H): 0.1141, atom 28 (H): 0.0838, atom 29 (H): 0.1048, atom 30 (H): 0.1170, atom 31 (H): 0.1124, atom 32 (H): 0.1254, atom 33 (H): 0.1249, atom 34 (H): 0.1331, atom 35 (H): 0.0607, atom 36 (H): 0.0919, atom 37 (H): 0.1027, atom 38 (C): -0.0923, atom 39 (O): -0.1864, atom 40 (C): -0.2131, atom 41 (C): -0.2003, atom 42 (N): -0.0309, atom 43 (C): -0.2217, atom 44 (C): -0.2292, atom 45 (O): -0.1874, atom 46 (C): -0.1019, atom 47 (H): 0.0859, atom 48 (H): 0.0771, atom 49 (H): 0.0758, atom 50 (H): 0.0937, atom 51 (H): 0.1215, atom 52 (H): 0.0887, atom 53 (H): 0.1113, atom 54 (H): 0.0888, atom 55 (H): 0.0931, atom 56 (H): 0.1130, atom 57 (H): 0.1168, atom 58 (H): 0.1173, atom 59 (H): 0.0714, atom 60 (H): 0.0860, atom 61 (H): 0.0867, atom 62 (C): -0.2475, atom 63 (C): -0.2518, atom 64 (O): -0.0676, atom 65 (O): -0.0642, atom 66 (H): 0.1050, atom 67 (H): 0.1116, atom 68 (H): 0.1188, atom 69 (H): 0.1099, atom 70 (H): 0.0549, atom 71 (H): 0.0745, atom 72 (C): -0.2246, atom 73 (C): -0.2405, atom 74 (O): -0.0481, atom 75 (O): -0.1667, atom 76 (H): 0.1224, atom 77 (H): 0.0861, atom 78 (H): 0.1099, atom 79 (H): 0.1283, atom 80 (H): 0.0534, atom 81 (H): 0.0306, atom 82 (C): -0.2434, atom 83 (C): -0.2517, atom 84 (O): -0.0866, atom 85 (O): -0.0900, atom 86 (H): 0.1071, atom 87 (H): 0.1160, atom 88 (H): 0.1048, atom 89 (H): 0.1111, atom 90 (H): 0.0295, atom 91 (H): 0.0283, atom 92 (C): -0.2509, atom 93 (C): -0.2072, atom 94 (O): -0.0941, atom 95 (O): -0.0698, atom 96 (H): 0.1224, atom 97 (H): 0.1241, atom 98 (H): 0.1156, atom 99 (H): 0.0833

---

<2> wins, 228.7 kJ/mol ahead of the next structure.